Record 1
Molecular formula: C30H26BF2NO3P2PdS
Method: DFT, wB97M-V/def2-TZVPD

Properties
Net charge = -1
Gap between HOMO and LUMO (alpha / beta) = 3.817 / 7.523 eV
Expectation value of S² = 3.7699
Energy relative to the best compared isomer or geometry (same formula, charge and spin) = 12.6 kcal per mole
2S+1 = 4
HOMO level (alpha / beta) = -0.047 / -0.183 Ha

The geometry in XYZ format:
```
67
C30H26BF2NO3P2PdS | the Open Molecules 2025 dataset | wB97M-V/def2-TZVPD
Pd -0.1729 0.4576 -0.3988
O -2.1268 0.6309 0.8639
P -2.9613 -0.5942 0.5707
C -2.1820 -2.0616 1.2547
P -1.0535 -2.8572 0.0731
O -0.0187 -1.8722 -0.4447
C -2.0152 -3.6016 -1.1324
C -1.5734 -3.5830 -2.5039
C -2.2826 -4.2479 -3.4673
C -3.4650 -4.9734 -3.1582
C -3.8978 -5.0082 -1.8225
C -3.2055 -4.3559 -0.8254
C -0.2467 -4.1331 1.0642
C -0.9351 -4.9598 1.9529
C -0.2986 -6.0408 2.5547
C 1.0328 -6.3108 2.2793
C 1.7289 -5.4904 1.3960
C 1.0989 -4.4132 0.7930
C -3.3161 -0.7876 -1.1788
C -4.4720 -1.4554 -1.6006
C -4.7790 -1.5290 -2.9504
C -3.9644 -0.9120 -3.8870
C -2.8228 -0.2353 -3.4743
C -2.5058 -0.1703 -2.1284
C -4.5963 -0.4392 1.3407
C -5.3356 -1.5044 1.8338
C -6.5942 -1.2909 2.3899
C -7.1100 -0.0064 2.4543
C -6.3761 1.0642 1.9637
C -5.1213 0.8502 1.4066
H -2.9131 -2.7822 1.6182
H -1.5755 -1.7048 2.0932
H -0.6906 -3.0112 -2.7644
H -1.9403 -4.1986 -4.4965
H -4.0182 -5.4911 -3.9313
H -4.7972 -5.5595 -1.5649
H -3.5752 -4.4135 0.1966
H -1.9765 -4.7682 2.1848
H -0.8475 -6.6715 3.2438
H 1.5276 -7.1513 2.7513
H 2.7723 -5.6900 1.1822
H 1.6396 -3.7654 0.1131
H -5.1176 -1.9421 -0.8801
H -5.6577 -2.0743 -3.2700
H -4.2075 -0.9744 -4.9408
H -2.1710 0.2438 -4.1935
H -1.6046 0.3762 -1.8387
H -4.9509 -2.5154 1.7734
H -7.1656 -2.1292 2.7685
H -8.0877 0.1615 2.8908
H -6.7779 2.0687 2.0152
H -4.5327 1.6814 1.0346
O 1.4115 0.4910 -1.9822
N 2.1763 1.5478 -1.7581
C 3.5094 1.3746 -1.8526
C 4.3808 2.4187 -1.7003
C 3.8561 3.6831 -1.4257
C 2.5009 3.8357 -1.3016
C 1.6107 2.7541 -1.4469
S -0.0872 2.8661 -1.2406
H 3.7978 0.3560 -2.0619
H 5.4433 2.2392 -1.7821
H 4.5134 4.5334 -1.2949
H 2.0621 4.7945 -1.0642
F 0.7813 -0.0873 2.4529
B 1.0090 0.6683 1.3578
F 2.0138 1.5482 1.5211
```



Record 2
Molecular formula: C3H3O3S
Method: DFT, wB97M-V/def2-TZVPD

Properties
Net charge = -1
Gap between HOMO and LUMO = 8.856 eV
Energy relative to the best compared isomer or geometry (same formula, charge and spin) = 83.2 kcal per mole
SMILES = O=S(=O)([O-])C1=CC1
HOMO level = -0.181 Ha

The geometry in XYZ format:
```
10
C3H3O3S | the Open Molecules 2025 dataset | wB97M-V/def2-TZVPD
C -0.1395 -0.2281 -1.4730
C 0.2177 -0.1844 -0.0363
C -0.7762 -1.2724 -0.4751
O -0.2970 2.0186 1.1132
O 2.0559 1.4992 0.7369
O 0.7122 0.3644 2.5675
S 0.7409 1.0103 1.2273
H -0.3400 0.2080 -2.4384
H -1.7693 -1.1273 -0.4610
H -0.4046 -2.2883 -0.7611
```



Record 3
Molecular formula: C6H9BrN2O
Method: DFT, wB97M-V/def2-TZVPD

Properties
Gap between HOMO and LUMO = 9.541 eV
Energy relative to the best compared isomer or geometry (same formula, charge and spin) = 93.3 kcal per mole
HOMO level = -0.327 Ha

The geometry in XYZ format:
```
19
C6H9BrN2O | the Open Molecules 2025 dataset | wB97M-V/def2-TZVPD
C -1.8400 -1.8409 -1.5028
C -1.1772 -0.7038 -0.8010
C 0.0475 -0.8105 -0.2257
C 1.0606 0.7428 0.5740
C -1.9378 0.5645 -0.6358
C 2.8467 0.8370 2.1018
N -2.8195 -1.6458 -2.2714
N 0.8348 1.8657 0.0914
O 1.8096 0.2468 1.5019
Br 1.1389 -2.3168 -0.1291
H -1.3171 -2.7190 -1.4142
H -1.6691 0.9345 0.3331
H -1.7986 1.3115 -1.3565
H -2.9921 0.2188 -0.4363
H 3.1289 1.6788 1.3841
H 3.6591 0.0804 2.2495
H 2.7007 1.1990 3.0583
H -3.1802 -2.3135 -2.9092
H 1.5047 2.6704 0.3879
```



Record 4
Molecular formula: C28H43BN6O9Pb
Method: DFT, wB97M-V/def2-TZVPD

Properties
Gap between HOMO and LUMO = 8.067 eV
Energy relative to the best compared isomer or geometry (same formula, charge and spin) = 4.7 kcal per mole
HOMO level = -0.291 Ha

The geometry in XYZ format:
```
88
C28H43BN6O9Pb | the Open Molecules 2025 dataset | wB97M-V/def2-TZVPD
Pb 3.9913 8.5743 13.6499
O 9.5040 15.2298 13.9591
C 9.3274 13.9790 14.0871
O 8.9114 13.1116 13.1058
B 8.9319 11.7616 13.6579
O 9.3817 11.8791 15.0804
C 9.5505 13.1516 15.3883
O 9.9056 13.5641 16.4638
O 9.7428 10.7637 12.9358
C 9.0072 9.6409 12.7525
O 9.3575 8.5182 12.3197
C 7.5528 9.9921 13.1903
O 7.5433 11.2107 13.5599
O 6.5756 9.1975 13.2346
O 1.8143 9.2606 13.0557
H 0.9537 9.7203 13.1067
C -0.8118 8.8971 18.1953
C -0.9705 7.7812 17.1285
C -0.2334 8.1223 15.8004
C 1.2427 8.0319 15.9539
N 2.3782 7.9094 15.9962
H -1.5683 9.6808 18.1567
H 0.1739 9.3595 18.2474
H -1.0246 8.4459 19.1645
H -2.0316 7.5946 16.9636
H -0.5382 6.8267 17.4289
H -0.4834 9.1608 15.5833
H -0.5697 7.5235 14.9540
C 6.7180 2.9422 15.0067
C 5.4829 3.3051 15.8745
C 5.6274 4.5937 16.6306
C 5.5958 5.8125 15.7565
N 5.5654 6.7437 15.0537
H 6.8789 3.6956 14.2356
H 6.5437 2.0769 14.3672
H 7.6196 2.6270 15.5318
H 5.2727 2.5162 16.5968
H 4.5942 3.3840 15.2485
H 6.6318 4.6284 17.0527
H 4.8498 4.7281 17.3825
C 2.2235 2.3980 13.1801
C 1.1072 3.0580 13.9955
C 1.4773 4.3055 14.7574
C 2.2554 5.3200 13.9972
N 2.9017 6.0711 13.3582
H 2.5191 3.0010 12.3215
H 1.9564 1.4162 12.7893
H 3.1125 2.3199 13.8059
H 0.7334 2.3177 14.7028
H 0.2449 3.2442 13.3553
H 1.9817 4.1871 15.7164
H 0.5792 4.8647 15.0197
C 7.6399 5.4404 11.6057
C 7.5808 5.9666 10.1691
C 7.0509 7.3863 10.0372
C 5.7465 7.6271 10.6361
N 4.7227 7.8564 11.1234
H 7.7878 4.3632 11.6825
H 6.7341 5.6214 12.1844
H 8.4969 5.7129 12.2216
H 6.8226 5.4004 9.6281
H 8.4878 5.7603 9.6010
H 6.8836 7.6605 8.9956
H 7.8340 8.0012 10.4807
C 5.5843 13.9070 15.0355
C 5.6558 14.4395 13.6144
C 4.6713 13.6975 12.6365
C 4.4443 12.2514 12.8024
N 4.3044 11.0961 12.9513
H 4.6018 14.0819 15.4739
H 6.2954 14.3573 15.7281
H 5.7657 12.8327 15.0666
H 6.6165 14.3493 13.1074
H 5.4748 15.5138 13.5795
H 5.0406 13.8329 11.6199
H 3.7293 14.2455 12.6156
C 5.8001 10.3407 19.4121
C 6.9769 10.0237 18.4497
C 6.9350 10.7460 17.0812
C 5.7941 10.3269 16.2266
N 4.9395 9.9698 15.5776
H 5.9435 9.8449 20.3721
H 4.7682 10.2891 19.0649
H 5.9779 11.3797 19.6895
H 6.9515 8.9453 18.2931
H 7.9124 10.2403 18.9655
H 7.8266 10.4757 16.5154
H 7.0831 11.8168 17.2217
```



Record 5
Molecular formula: C31H37F32NO9P
Method: DFT, wB97M-V/def2-TZVPD

Properties
Gap between HOMO and LUMO (alpha / beta) = 8.251 / 7.829 eV
Expectation value of S² = 0.7541
2S+1 = 2
HOMO level (alpha / beta) = -0.299 / -0.299 Ha

The geometry in XYZ format:
```
111
C31H37F32NO9P | the Open Molecules 2025 dataset | wB97M-V/def2-TZVPD
C 0.5221 -5.5474 6.0186
C -0.4141 -4.6261 5.0496
C -0.3775 -3.1581 5.7495
C -1.8681 -5.2826 5.1117
C -2.8861 -4.8125 3.9696
C -3.6640 -3.4442 4.2698
C -4.7293 -3.5240 5.4508
O -4.6073 -4.1734 6.4976
O -5.9479 -2.7909 5.2421
P -4.1901 -6.2304 3.8349
O -5.6939 -5.5998 3.2985
O -4.2868 -6.9585 5.3849
C -2.0964 -4.8329 2.5759
C -0.6384 -4.1857 2.6070
C -0.7108 -2.5705 2.4771
C 0.0845 -4.6660 1.2323
N 0.2400 -4.6604 3.7116
O 1.4120 -4.0854 3.6950
H 1.4839 -5.8754 5.5125
H 0.8155 -4.9843 6.9735
H -0.0445 -6.5105 6.2946
H 0.7001 -2.8419 5.9392
H -0.8952 -3.3144 6.7673
H -1.0028 -2.3873 5.1993
H -1.7160 -6.4171 4.9640
H -2.2881 -5.1728 6.1668
H -2.9989 -2.5445 4.4799
H -4.2475 -3.1836 3.3101
H -5.7289 -1.9144 4.8422
H -6.3658 -6.2289 3.6600
H -5.2160 -6.9692 5.6971
H -2.7493 -4.3567 1.7605
H -1.9685 -5.9354 2.2652
H -1.7761 -2.1749 2.6638
H -0.0138 -2.0327 3.1909
H -0.4515 -2.2542 1.4098
H 1.0238 -4.0587 1.0138
H 0.3756 -5.7653 1.2751
H -0.6480 -4.5169 0.3717
C 1.3250 -0.9234 -2.7526
C 0.9633 -2.0853 -1.8016
C 1.6058 -3.4437 -2.0990
F 1.3026 -3.9139 -3.3220
F 1.1582 -4.3746 -1.2184
F -0.3861 -2.1832 -1.7287
F 1.3745 -1.7100 -0.5517
O 0.4201 -0.6239 -3.8287
C 0.5129 -1.3953 -5.0081
C -0.7105 -2.2949 -5.2373
F -0.9675 -3.0894 -4.1788
F -0.5101 -3.1137 -6.2992
F 1.6760 -2.0773 -4.9993
F 0.6119 -0.5143 -6.0266
H 1.3004 -0.0190 -2.1381
H 2.3582 -0.9889 -3.1045
H 2.6934 -3.3949 -2.0114
H -1.6000 -1.6907 -5.4284
C 2.9780 -0.5753 3.9837
C 1.7579 0.3111 3.6498
C 1.4881 0.5701 2.1644
F 2.5160 1.1727 1.5373
F 0.4234 1.4002 2.0187
F 1.8574 1.4699 4.3451
F 0.6608 -0.3288 4.1528
O 4.2152 0.0767 4.3213
C 5.0394 0.5223 3.2662
C 5.1339 2.0525 3.1811
F 3.9230 2.6377 3.1046
F 5.8194 2.4266 2.0719
F 4.6312 -0.0462 2.1137
F 6.2680 0.0169 3.5095
H 2.7130 -1.1118 4.8989
H 3.1294 -1.3614 3.2387
H 1.2627 -0.3592 1.6366
H 5.6467 2.4533 4.0588
C -1.2121 3.4722 -6.0491
C -2.0261 4.7234 -5.6533
C -2.6763 4.7048 -4.2669
F -3.5376 3.6837 -4.1010
F -3.3982 5.8382 -4.0730
F -2.9369 4.9759 -6.6247
F -1.1584 5.7775 -5.6776
O -1.8613 2.4672 -6.8475
C -2.6759 1.5228 -6.1891
C -4.1668 1.6706 -6.5251
F -4.6228 2.9165 -6.2955
F -4.9120 0.8342 -5.7609
F -2.4251 1.5703 -4.8658
F -2.2474 0.3074 -6.5992
H -0.4087 3.8341 -6.6966
H -0.6965 3.0310 -5.1916
H -1.9231 4.6488 -3.4786
H -4.3470 1.4345 -7.5769
C 3.7394 8.0964 -3.9247
C 3.8503 8.8598 -2.5867
C 3.9563 8.0099 -1.3170
F 2.9043 7.1891 -1.1413
F 3.9944 8.8082 -0.2208
F 2.8268 9.7435 -2.5049
F 4.9852 9.6153 -2.6613
O 2.4284 7.8901 -4.4792
C 1.6650 6.8081 -3.9920
C 0.4290 7.2501 -3.1953
F 0.7405 8.0880 -2.1888
F -0.1855 6.1761 -2.6347
F 2.4701 5.9757 -3.3007
F 1.2637 6.1123 -5.0771
H 4.2352 8.7272 -4.6677
H 4.3214 7.1707 -3.9175
H 4.8654 7.4047 -1.3220
H -0.2851 7.7582 -3.8479
```



Record 6
Molecular formula: CH4NO2S2
Method: DFT, wB97M-V/def2-TZVPD

Properties
Net charge = -1
Gap between HOMO and LUMO = 7.749 eV
Energy relative to the best compared isomer or geometry (same formula, charge and spin) = 81.4 kcal per mole
HOMO level = -0.148 Ha

The geometry in XYZ format:
```
10
CH4NO2S2 | the Open Molecules 2025 dataset | wB97M-V/def2-TZVPD
C 1.0842 0.7883 -0.4927
N -2.0022 0.2789 0.7780
O -0.3179 -1.5597 0.6579
O -1.4607 -0.5293 -1.3947
S 2.2207 -0.4830 -0.0234
S -0.8296 -0.2043 -0.1224
H 1.0169 0.8606 -1.6015
H 1.2301 1.6184 0.1493
H -1.6388 0.5089 1.6295
H 0.6974 -1.2788 0.4200
```



Record 7
Molecular formula: C21H49ClN7O12V
Method: DFT, wB97M-V/def2-TZVPD

Properties
Net charge = +1
Gap between HOMO and LUMO (alpha / beta) = 6.787 / 7.245 eV
Expectation value of S² = 0.7814
2S+1 = 2
HOMO level (alpha / beta) = -0.345 / -0.345 Ha

The geometry in XYZ format:
```
91
C21H49ClN7O12V | the Open Molecules 2025 dataset | wB97M-V/def2-TZVPD
O 0.4785 -0.9002 -0.5823
V -0.3221 0.2020 0.1374
Cl 1.7315 -4.0128 -2.6854
O 2.7455 -5.0040 -2.4623
O 1.6438 -3.4002 -1.4378
O 2.0236 -3.0612 -3.6992
O 0.5321 -4.7448 -2.9803
C 2.8961 1.7929 -1.5009
O 1.8759 1.2736 -1.0527
N 3.5914 1.1025 -2.3927
C 4.8747 1.5517 -2.8824
C 3.1703 -0.0594 -3.1674
H 3.2917 2.7352 -1.0914
H 4.8452 1.9041 -3.9135
H 5.6792 0.8196 -2.8122
H 5.2122 2.4811 -2.4238
H 3.7880 -0.9267 -2.9344
H 2.1251 -0.2413 -2.9173
H 3.1686 0.1483 -4.2375
C -2.9486 1.3152 2.1527
O -1.9341 0.7912 1.6512
N -4.1568 0.7237 2.3383
C -4.3980 -0.6905 2.1042
C -5.3228 1.5358 2.7880
H -2.8926 2.3416 2.5473
H -4.9901 -0.8134 1.1974
H -4.9776 -1.0346 2.9608
H -3.4964 -1.2994 2.0369
H -6.2408 1.3245 2.2395
H -5.5133 1.4855 3.8601
H -5.1591 2.5878 2.5547
C -0.8100 -2.5508 2.5619
O -0.8513 -1.6584 1.7032
N 0.1976 -3.4260 2.7651
C 1.3950 -3.4101 1.9499
C -0.0359 -4.6581 3.5326
H -1.6284 -2.7480 3.2715
H 1.2983 -2.6668 1.1585
H 1.5511 -4.3115 1.3573
H 2.3020 -3.1598 2.5001
H -0.0836 -5.4149 2.7496
H 0.7346 -4.9402 4.2501
H -1.0128 -4.7058 4.0137
C -3.0625 -1.8481 -0.8821
O -2.1264 -1.0884 -0.5100
N -3.2381 -2.4112 -2.1137
C -2.2698 -2.2581 -3.1762
C -4.4749 -3.1370 -2.4582
H -3.8335 -2.1162 -0.1433
H -1.8582 -3.2280 -3.4553
H -1.3315 -1.7769 -2.9001
H -2.6586 -1.7743 -4.0722
H -4.9125 -2.8100 -3.4014
H -4.1822 -4.1472 -2.7445
H -5.2124 -3.2197 -1.6599
C -1.5530 1.3638 -2.7789
O -1.2195 1.1750 -1.6236
N -1.1112 2.3567 -3.5336
C -1.6387 2.6485 -4.8634
C 0.0715 3.1723 -3.2005
H -2.3119 0.7919 -3.3350
H -2.3320 3.4804 -4.7393
H -2.1235 1.8258 -5.3889
H -0.8801 2.9827 -5.5712
H 0.9361 3.0433 -3.8517
H -0.2221 4.2208 -3.2507
H 0.4240 2.9722 -2.1886
C 1.9370 0.0154 2.7178
O 1.2463 0.3343 1.7305
N 3.1506 -0.5997 2.5668
C 3.9919 -0.8842 3.7109
C 3.7704 -0.6730 1.2517
H 1.6946 0.1740 3.7801
H 3.5462 -1.1555 4.6679
H 4.6863 -0.0595 3.8715
H 4.6524 -1.7311 3.5248
H 4.3645 -1.5730 1.0931
H 3.0421 -0.5853 0.4455
H 4.3499 0.2473 1.1788
C 0.4375 3.5315 0.7702
O -0.0366 2.4194 0.5556
N 0.5852 4.0465 2.0105
C 0.8405 5.4564 2.1429
C 0.2831 3.3440 3.2204
H 0.8373 4.1607 -0.0401
H 1.1914 5.9581 1.2411
H 1.6684 5.5642 2.8437
H 0.0648 6.0481 2.6289
H 0.3021 2.2606 3.1030
H 0.8674 3.5817 4.1093
H -0.7304 3.6231 3.5088
```



Record 8
Molecular formula: C2H4EuLiO
Method: DFT, wB97M-V/def2-TZVPD

Properties
Net charge = +1
Gap between HOMO and LUMO (alpha / beta) = 3.420 / 3.607 eV
Expectation value of S² = 15.7609
Energy relative to the best compared isomer or geometry (same formula, charge and spin) = 54.1 kcal per mole
2S+1 = 8
HOMO level (alpha / beta) = -0.345 / -0.346 Ha

The geometry in XYZ format:
```
9
C2H4EuLiO | the Open Molecules 2025 dataset | wB97M-V/def2-TZVPD
C -0.1316 -1.2602 0.1593
H -0.5885 -2.0637 0.7484
C 1.2043 -1.2812 -0.0942
H 1.8474 -2.0123 0.3915
H 1.6274 -0.7281 -0.9463
O -0.9173 -0.2541 -0.2469
Li -2.7568 -0.1737 -0.5325
Eu 0.5526 1.3677 0.2237
H -3.6482 -1.5851 0.0787
```



Number 1: electronic energy -2872.77571 Eh. Number 2: electronic energy -739.94260 Eh. Number 3: electronic energy -2992.63370 Eh. Number 4: electronic energy -2316.27016 Eh. Number 5: electronic energy -5472.30339 Eh. Number 6: electronic energy -1042.07778 Eh. Number 7: electronic energy -3519.45337 Eh. Number 8: electronic energy -871.35985 Eh.